# 1
Entry from the Open Molecules 2025 dataset: a cluster of 2 separate species, C4H9O3 in total (ωB97M-V/def2-TZVPD).

Atoms and positions in Å:
C (-0.211, 2.910, -0.399)
C (-0.051, 1.514, 0.399)
O (0.967, 0.881, 0.081)
O (-0.944, 1.240, 1.167)
H (-1.148, 2.805, -0.887)
H (0.543, 2.949, -1.309)
H (-0.024, 3.907, 0.185)
C (0.152, -2.369, -0.406)
C (-0.413, -1.591, 0.773)
O (1.382, -1.767, -0.534)
H (0.514, -3.450, -0.143)
H (-0.467, -2.438, -1.357)
H (0.428, -0.911, 1.137)
H (1.448, -0.700, -0.638)
H (-0.926, -2.037, 1.560)
H (-1.250, -0.943, 0.373)

Properties
- Kohn-Sham gap: 8.4533 eV
- Net charge: -1
- Max |F|: 0.09945 Eh/bohr
- ΔE to the lowest compared entry with this formula, charge and spin: 206.1 kJ/mol

Atom charges from the natural (NBO) analysis, given in e for atoms 1 to 8: number 1, C, carries -0.754; number 2, C, carries 0.801; number 3, O, carries -0.822; number 4, O, carries -0.744; number 5, H, carries 0.196; number 6, H, carries 0.180; number 7, H, carries 0.194; number 8, C, carries -0.044

=====

# 2
Entry from the Open Molecules 2025 dataset: an isolated molecule of C6H12S2 (ωB97M-V/def2-TZVPD).

Atoms and positions in Å:
C (0.191, 2.268, -1.234)
C (0.068, 0.777, -0.952)
C (-0.760, 0.200, 0.155)
C (-1.491, 1.089, 1.137)
C (0.766, 0.103, 0.201)
C (1.550, 0.882, 1.235)
H (0.246, 2.838, -0.335)
H (-0.680, 2.593, -1.806)
H (1.117, 2.477, -1.812)
H (0.054, 0.196, -1.878)
H (-2.486, 1.283, 0.780)
H (-1.558, 0.579, 2.120)
H (-0.991, 2.038, 1.294)
H (-0.907, -1.956, -0.896)
H (2.568, 1.064, 0.854)
H (1.135, 1.852, 1.438)
H (1.603, 0.350, 2.203)
H (1.383, -2.093, 0.930)
S (-1.808, -1.248, -0.149)
S (1.594, -1.448, -0.235)

Properties
- Kohn-Sham gap: 9.4209 eV
- Max |F|: 0.02094 Eh/bohr
- ΔE to the lowest compared entry with this formula, charge and spin: 83.9 kJ/mol

Atom charges from the natural (NBO) analysis, given in e for atoms 1 to 8: number 1, C, carries -0.610; number 2, C, carries -0.238; number 3, C, carries -0.155; number 4, C, carries -0.624; number 5, C, carries -0.168; number 6, C, carries -0.622; number 7, H, carries 0.204; number 8, H, carries 0.220

=====

# 3
Entry from the Open Molecules 2025 dataset: a structure of composition C13H18Cl2N2ORu (ωB97M-V/def2-TZVPD).

Atoms and positions in Å:
Ru (-0.533, 1.836, 0.671)
Cl (0.644, 3.521, -0.390)
Cl (0.666, 2.376, 2.560)
C (2.480, 0.058, -1.240)
H (3.067, -0.391, -0.402)
H (2.341, 1.103, -0.996)
C (-0.176, 0.819, -1.046)
C (1.570, -0.414, -2.079)
H (-0.549, -0.198, -0.817)
C (1.613, 0.170, -3.473)
H (0.897, -1.302, -1.858)
C (1.282, 1.655, -3.537)
H (2.655, 0.069, -3.801)
H (0.988, -0.356, -4.201)
C (-0.256, 1.903, -3.481)
H (1.733, 2.280, -2.748)
H (1.607, 2.045, -4.533)
C (-0.943, 1.414, -2.140)
H (-0.508, 2.974, -3.675)
H (-0.726, 1.357, -4.335)
H (-1.442, 2.295, -1.681)
H (-1.682, 0.663, -2.470)
N (-2.455, -2.129, 5.134)
C (-2.393, -1.181, 4.163)
O (-3.158, -0.231, 4.125)
C (-1.333, -1.369, 3.141)
C (-0.607, -2.539, 2.901)
C (0.402, -2.535, 1.951)
C (0.681, -1.336, 1.236)
N (-0.099, -0.246, 1.445)
C (-1.061, -0.238, 2.351)
H (-3.057, -1.927, 5.924)
H (-1.645, -2.706, 5.283)
H (-0.858, -3.458, 3.440)
H (0.953, -3.436, 1.703)
H (1.504, -1.270, 0.528)
H (-1.601, 0.725, 2.348)

Properties
- Kohn-Sham gap (spin up / spin down): 4.4707 / 7.3404 eV
- Spin multiplicity: 6
- Net charge: -1
- Max |F|: 0.07253 Eh/bohr
- ΔE to the lowest compared entry with this formula, charge and spin: 322.2 kJ/mol
- ⟨S²⟩: 8.8406

Atom charges from the natural (NBO) analysis, given in e for atoms 1 to 8: number 1, Ru, carries 0.896; number 2, Cl, carries -0.505; number 3, Cl, carries -0.553; number 4, C, carries -0.449; number 5, H, carries 0.197; number 6, H, carries 0.228; number 7, C, carries -0.271; number 8, C, carries -0.141

=====

# 4
Entry from the Open Molecules 2025 dataset: a cluster of 4 separate species, C2H10N2OSi in total (ωB97M-V/def2-TZVPD).

Atoms and positions in Å:
C (-0.230, 0.681, 1.951)
C (0.810, 1.863, 0.001)
N (-1.058, -0.244, -2.097)
N (0.187, 0.933, 0.578)
O (-2.965, -0.265, 0.043)
Si (-1.619, -0.598, -0.499)
H (-1.288, 0.508, 2.008)
H (0.266, -0.350, 2.302)
H (0.006, 1.604, 2.682)
H (2.864, -4.120, -0.778)
H (0.808, 1.928, -0.993)
H (1.333, 2.678, 0.566)
H (-0.109, -0.103, -2.193)
H (-1.579, 0.528, -2.542)
H (-0.750, -1.601, 0.039)
H (3.322, -3.443, -1.067)

Properties
- Kohn-Sham gap: 10.5063 eV
- Max |F|: 0.11053 Eh/bohr
- ΔE to the lowest compared entry with this formula, charge and spin: 367.3 kJ/mol

Atom charges from the natural (NBO) analysis, given in e for atoms 1 to 8: number 1, C, carries -0.458; number 2, C, carries 0.006; number 3, N, carries -1.298; number 4, N, carries -0.450; number 5, O, carries -1.225; number 6, Si, carries 1.943; number 7, H, carries 0.247; number 8, H, carries 0.231

=====

# 5
Entry from the Open Molecules 2025 dataset: a cluster of 2 separate species, C2H10NS in total (ωB97M-V/def2-TZVPD).

Atoms and positions in Å:
N (-1.396, 1.100, -1.474)
H (-2.074, 0.621, -0.883)
H (-1.610, 0.858, -2.447)
H (-1.445, 2.117, -1.407)
H (-0.424, 0.794, -1.261)
C (1.818, -0.467, -0.067)
S (0.656, 0.597, 0.850)
C (-0.305, -0.695, 1.728)
H (2.829, -0.372, 0.307)
H (1.772, -0.241, -1.133)
H (1.539, -1.518, -0.023)
H (-0.567, -0.273, 2.687)
H (-1.173, -1.025, 1.171)
H (0.380, -1.495, 1.952)

Properties
- Kohn-Sham gap: 8.8570 eV
- Net charge: +1
- Max |F|: 0.02808 Eh/bohr
- ΔE to the lowest compared entry with this formula, charge and spin: 39.4 kJ/mol

Atom charges from the natural (NBO) analysis, given in e for atoms 1 to 8: number 1, N, carries -0.874; number 2, H, carries 0.455; number 3, H, carries 0.442; number 4, H, carries 0.457; number 5, H, carries 0.465; number 6, C, carries -0.742; number 7, S, carries 0.131; number 8, C, carries -0.719

=====

# 6
Entry from the Open Molecules 2025 dataset: an isolated molecule of C9H11N3 (ωB97M-V/def2-TZVPD).

Atoms and positions in Å:
C (1.421, -1.596, 1.990)
C (0.555, -1.153, 2.968)
C (0.431, -0.373, 0.391)
C (-0.787, -0.113, 1.536)
C (-1.919, 1.318, 0.091)
C (-0.625, 1.554, -0.668)
C (0.151, 0.193, -0.965)
C (-0.838, -0.745, -1.696)
C (1.399, 0.643, -1.675)
N (1.411, -1.113, 0.757)
N (-0.609, -0.524, 2.708)
N (-1.867, 0.519, 1.113)
H (2.222, -2.177, 2.311)
H (0.610, -1.443, 4.066)
H (-2.844, 1.581, -0.267)
H (-0.805, 2.110, -1.632)
H (0.133, 2.131, -0.065)
H (-1.729, -0.965, -1.102)
H (-0.440, -1.697, -1.934)
H (-1.060, -0.365, -2.639)
H (1.962, -0.308, -1.824)
H (1.980, 1.213, -0.862)
H (1.248, 1.310, -2.602)

Properties
- Kohn-Sham gap: 8.3103 eV
- Max |F|: 0.13660 Eh/bohr
- ΔE to the lowest compared entry with this formula, charge and spin: 273.6 kJ/mol

Atom charges from the natural (NBO) analysis, given in e for atoms 1 to 8: number 1, C, carries -0.038; number 2, C, carries -0.016; number 3, C, carries 0.238; number 4, C, carries 0.352; number 5, C, carries 0.185; number 6, C, carries -0.486; number 7, C, carries -0.087; number 8, C, carries -0.613

=====

# 7
Entry from the Open Molecules 2025 dataset: a structure of composition C5H8O3 (ωB97M-V/def2-TZVPD).

Atoms and positions in Å:
C (-2.769, -0.778, 0.045)
C (-1.672, 0.372, -0.224)
C (0.580, 0.336, -0.459)
C (1.378, 1.276, 0.432)
C (1.863, -0.179, 0.295)
H (-2.370, -1.742, -0.559)
H (-2.454, -1.110, 1.037)
H (-3.953, -0.500, 0.224)
H (1.076, 0.284, -1.684)
H (1.913, 2.159, 0.115)
H (0.785, 1.184, 1.326)
H (2.064, -0.919, 1.309)
H (3.042, -1.429, -0.571)
O (-1.846, 1.589, -0.430)
O (-0.589, -0.337, -0.307)
O (2.951, -0.207, -0.549)

Properties
- Kohn-Sham gap: 9.7786 eV
- Max |F|: 0.15090 Eh/bohr
- ΔE to the lowest compared entry with this formula, charge and spin: 558.7 kJ/mol

Atom charges from the natural (NBO) analysis, given in e for atoms 1 to 8: number 1, C, carries -0.745; number 2, C, carries 0.803; number 3, C, carries 0.068; number 4, C, carries -0.458; number 5, C, carries 0.054; number 6, H, carries 0.252; number 7, H, carries 0.226; number 8, H, carries 0.251

=====

# 8
Entry from the Open Molecules 2025 dataset: a structure of composition C13H12Cl3N5O3S3Ti (ωB97M-V/def2-TZVPD).

Atoms and positions in Å:
Ti (-0.814, -0.127, -1.308)
N (2.090, -4.970, -0.455)
C (1.742, -4.505, 0.743)
N (2.041, -5.182, 1.838)
N (1.089, -3.346, 0.916)
C (0.593, -2.577, 0.061)
N (0.100, -1.778, -0.650)
H (2.583, -5.842, -0.562)
H (1.914, -4.433, -1.285)
H (2.547, -6.052, 1.817)
H (1.743, -4.819, 2.729)
Cl (3.069, 3.370, 0.661)
C (3.369, 2.096, -0.515)
Cl (3.888, 2.748, -2.064)
Cl (4.512, 0.900, 0.099)
C (2.088, 1.395, -0.738)
N (1.095, 0.859, -0.919)
O (-5.517, -3.871, -3.870)
C (-5.464, -2.627, -3.373)
O (-6.392, -2.123, -2.818)
C (-4.161, -1.877, -3.515)
C (-4.238, -0.496, -3.758)
C (-3.100, 0.271, -3.773)
C (-1.852, -0.337, -3.546)
S (-0.389, 0.632, -3.368)
C (-1.769, -1.721, -3.341)
C (-2.936, -2.489, -3.319)
H (-4.775, -4.061, -4.457)
H (-5.212, -0.047, -3.901)
H (-3.153, 1.340, -3.935)
H (-0.799, -2.193, -3.253)
H (-2.875, -3.554, -3.132)
C (-3.788, 2.326, 1.954)
O (-3.867, 1.098, 1.164)
C (-2.889, 0.741, 0.420)
S (-1.418, 1.602, 0.251)
S (-3.032, -0.670, -0.512)
H (-4.729, 2.366, 2.487)
H (-3.682, 3.173, 1.281)
H (-2.949, 2.254, 2.643)

Properties
- Kohn-Sham gap: 7.4317 eV
- Net charge: +2
- Max |F|: 0.00258 Eh/bohr
- ΔE to the lowest compared entry with this formula, charge and spin: 0.0 kJ/mol

Atom charges from the natural (NBO) analysis, given in e for atoms 1 to 8: number 1, Ti, carries 0.932; number 2, N, carries -0.750; number 3, C, carries 0.680; number 4, N, carries -0.718; number 5, N, carries -0.592; number 6, C, carries 0.722; number 7, N, carries -0.682; number 8, H, carries 0.431